*w*
Entry from the OMol25 dataset: a cluster of 2 separate species, C4H11O3 in total (ωB97M-V/def2-TZVPD).

Each line ends with the Mulliken charge.
Element x y z (Å)
C 0.34989 0.06930 -0.85533  -0.307
C -0.04773 0.71193 0.48131  -0.295
C 0.79240 0.19808 1.66654  -0.850
O 0.15729 -0.72250 2.46109  -0.905
C -0.58529 0.42533 -2.02763  -0.613
O -1.12394 1.75638 -1.93622  -0.538
H 1.36590 0.36254 -1.13067  0.272
H 0.27147 -1.00257 -0.65567  0.165
H -1.12028 0.56045 0.66204  0.271
H -0.06738 1.80444 0.35149  0.357
H 1.69935 -0.26512 1.20787  0.246
H 1.19724 1.07115 2.20571  0.289
H -1.47989 -0.18089 -1.91631  0.329
H -0.04682 0.33327 -2.97088  0.303
H -0.42112 2.40829 -1.92566  0.283
H -0.63052 -3.04531 1.85225  0.261
H -0.04211 -1.76802 1.51272  0.525
O -0.26848 -2.71675 1.01735  -0.795

Net charge   -1
LUMO   3.567 eV
Orbital gap   6.9 eV

---

*x*
Entry from the OMol25 dataset: a cluster of 2 separate species, C4H11O3 in total (ωB97M-V/def2-TZVPD).

Each line ends with the Mulliken charge.
Element x y z (Å)
C -2.22644 0.92937 -0.17037  -0.447
O -2.66819 0.43959 0.98080  -0.866
C -0.65395 0.78559 -0.32787  -0.416
C -0.12098 -0.53274 -0.97697  -0.200
C 1.24756 -0.95840 -0.50490  -0.559
O 2.15998 -1.57727 -1.43255  -0.560
H -2.40747 2.02839 -0.36455  0.177
H -2.66614 0.37826 -1.04118  0.161
H -0.21764 0.85909 0.67465  0.039
H -0.24419 1.60707 -0.93956  0.354
H -0.11801 -0.24474 -2.03528  0.252
H -0.85193 -1.32510 -0.79781  0.221
H 1.80008 -0.09029 -0.13321  0.301
H 1.10983 -1.65086 0.32566  0.268
H 2.31208 -0.91688 -2.11038  0.308
H 0.46477 0.13746 3.34275  0.363
H 1.63642 -0.00122 2.28995  0.317
O 1.44422 0.13269 3.22083  -0.714

Net charge   -1
LUMO   3.360 eV
Orbital gap   5.9 eV

---

Relative energies, in hartree, with the most stable structure set to zero: *w* 0.0000; *x* 0.0214.